Here is a molecular structure, C18H14Cl3N4O2Zr from the Open Molecules 2025 dataset. Energies are from ωB97M-V/def2-TZVPD.

Geometry as XYZ:
```
42
Properties=species:S:1:pos:R:3:lowdin_charge:R:1
Zr -0.21220 -0.57066 -0.11822 2.0223
Cl -3.14365 -4.30632 1.01339 0.7585
Cl -0.35211 -5.04044 1.63658 0.8033
Cl -1.15633 -4.79720 -1.12538 0.7042
O -1.82227 -1.88595 0.37154 -0.1086
O 0.21900 -2.51157 0.32739 -0.2030
N 1.34633 -1.06966 -1.77464 -0.0246
N 0.55197 0.98656 -2.68989 0.2201
N 0.44595 0.30780 1.71944 -0.1236
N -0.26119 0.81905 -1.77714 -0.1448
C -3.30160 1.78660 -0.02459 0.0235
C 0.56120 2.15668 3.23700 0.0086
C 0.84662 1.29423 4.27926 0.0319
C 0.40837 1.65445 1.98766 -0.0655
C 1.48880 -0.15681 -2.76630 -0.2362
C -1.43866 -4.27470 0.59490 -1.5327
C -0.98750 3.11735 -1.00974 0.0129
C -1.00256 -2.84245 0.46410 -0.7844
C 3.26093 -2.23732 -2.72625 0.0466
C 3.37588 -1.26937 -3.66698 0.0285
C -2.28896 1.07186 -0.70982 -0.1003
C 0.58905 -0.53318 2.77369 -0.0827
C 2.21810 -2.09032 -1.73910 -0.0119
C 0.87206 -0.07610 4.06113 0.0176
C 2.51478 -0.11399 -3.73985 0.1261
C -1.17311 1.76486 -1.19912 -0.2951
C -1.99666 3.81556 -0.38571 0.0036
C -3.12845 3.17169 0.03146 -0.0013
H -1.94365 4.87974 -0.33852 0.1393
H 0.49808 3.18508 3.45674 0.1297
H -4.16736 1.26093 0.44093 0.1558
H 4.21367 -1.25100 -4.36995 0.1498
H -0.18787 3.62405 -1.48412 0.1334
H 3.90458 -3.10630 -2.69955 0.1435
H 0.21044 2.22467 1.14288 0.0825
H 0.38442 -1.60262 2.73103 0.1284
H 2.53183 0.65174 -4.44723 0.1218
H 1.22674 1.70671 5.28074 0.1810
H -2.52637 0.02654 -1.11392 0.1494
H 1.21928 -0.81033 4.82043 0.1571
H -3.95600 3.72971 0.43635 0.1389
H 2.15845 -2.68955 -0.90064 0.0965
```

E_LUMO	-12.02	eV
HOMO energy	-0.7045	hartree
net charge	+3
F_max	4.9	eV/A